(1)
C5H6O | wB97M-V/def2-TZVPD

Structure (ORCA input):
```
! RIJCOSX wB97M-V def2-TZVPD def2/J DEFGRID3
* xyz 0 1
O 0.966 2.122 -0.020
C -0.539 0.515 0.892
C 0.354 1.097 -0.212
C 0.386 0.357 -1.526
C -0.335 -0.918 1.114
C -0.143 -2.094 1.292
H -0.632 0.176 -1.891
H 0.948 0.939 -2.258
H 0.855 -0.623 -1.389
H -0.348 1.084 1.806
H 0.026 -3.134 1.461
H -1.584 0.694 0.602
*
```

## Properties
**Total energy**: -269.289825 Ha
**Highest occupied orbital energy**: -0.3561 hartree
**ΔE to the lowest compared entry with this formula, charge and spin**: 35.4 kcal per mole
**SMILES**: C#CCC(C)=O

(2)
C56H60AuGeO4P2 | wB97M-V/def2-TZVPD

Structure (ORCA input):
```
! RIJCOSX wB97M-V def2-TZVPD def2/J DEFGRID3
* xyz 3 1
Au 0.416 -0.667 1.386
Ge 2.794 -1.285 0.520
P -1.527 2.613 -0.381
P -0.327 -2.516 0.353
O -0.840 2.525 6.771
O -1.442 1.380 0.657
O -0.925 -0.323 -1.779
O 0.597 1.029 2.577
C -3.841 -2.516 2.385
C 5.935 -2.526 0.478
C -0.318 -1.692 -3.686
C -2.761 1.274 4.083
C 4.083 -0.861 -2.638
C -0.752 -0.578 -4.618
C 6.133 -1.889 1.848
C 0.468 2.972 7.177
C -3.896 3.791 0.356
C 5.156 -0.752 2.125
C -0.391 -6.378 1.546
C -0.152 1.890 -4.602
C -0.745 -5.135 1.049
C 0.393 -3.979 -3.330
C -0.367 1.405 3.347
C -0.752 0.822 -2.536
C -3.212 3.096 -0.650
C -0.086 3.125 -3.986
C -0.334 6.351 0.638
C -2.410 1.704 5.299
C -0.504 0.738 -3.905
C -3.854 2.774 -1.847
C 4.136 0.226 -1.571
C 0.628 3.750 0.897
C -1.096 5.291 0.173
C -4.400 -2.505 0.040
C -0.441 3.221 -2.659
C -1.798 1.229 2.990
C -5.175 3.148 -2.036
C -5.215 4.156 0.158
C 0.876 -6.582 2.078
C 0.897 6.115 1.234
C -0.446 -1.522 -2.313
C 1.792 -5.540 2.114
C -2.495 -2.438 2.068
C 2.885 0.258 -0.669
C -0.165 -2.586 -1.437
C 1.446 -4.295 1.612
C 0.241 -3.811 -1.967
C 0.179 -4.086 1.072
C 1.377 4.817 1.360
C -2.286 1.131 1.725
C -4.793 -2.556 1.371
C -2.097 -2.406 0.729
C -0.052 1.926 4.601
C 5.274 -0.798 -3.585
C -0.044 -0.650 -5.972
C -1.041 2.087 5.561
C -3.659 0.708 1.341
C 3.689 -1.222 2.250
C -5.852 3.835 -1.038
C -0.620 3.982 0.312
C -3.052 -2.431 -0.285
C -0.793 2.085 -1.913
C 0.117 -2.922 -4.172
C -2.274 -0.703 -4.844
H -3.398 4.051 1.284
H 2.341 4.639 1.819
H 2.671 -2.616 -0.222
H -2.628 0.107 -5.483
H 0.076 1.822 -5.655
H 1.040 -0.561 -5.874
H -5.142 -2.550 -0.746
H 6.625 -3.353 0.318
H 6.043 -2.646 2.632
H 5.312 0.161 -4.104
H 0.204 4.006 -4.541
H -0.273 -1.585 -6.477
H -3.593 0.125 0.421
H -4.320 1.554 1.154
H 2.001 0.226 -1.296
H 1.001 2.741 1.009
H -5.842 -2.643 1.620
H -3.121 1.809 6.106
H 0.454 -4.637 -1.303
H 0.826 3.747 6.500
H -5.674 2.912 -2.966
H 6.213 -0.918 -3.042
H 4.045 -1.853 -2.171
H -1.738 -4.991 0.642
H -1.753 -2.455 2.861
H 0.223 -3.064 -5.237
H 0.338 3.376 8.174
H 2.863 1.179 -0.083
H 1.488 6.946 1.595
H -6.880 4.133 -1.193
H 0.991 2.085 4.829
H 3.121 -0.538 2.884
H -3.322 2.249 -2.631
H 6.103 -1.801 -0.323
H 3.637 -2.214 2.702
H -2.821 -0.664 -3.899
H 1.157 2.129 7.203
H 5.045 0.118 -0.973
H 1.147 -7.552 2.472
H -0.701 7.362 0.529
H -4.149 -2.573 3.421
H 7.149 -1.498 1.919
H 2.170 -3.493 1.659
H 3.150 -0.753 -3.202
H 5.254 0.001 1.334
H -2.503 -1.652 -5.331
H -2.747 -2.429 -1.325
H 5.426 -0.241 3.050
H -0.450 4.194 -2.187
H 4.220 1.201 -2.060
H -5.746 4.700 0.927
H 2.775 -5.694 2.537
H -1.108 -7.188 1.522
H 0.711 -4.932 -3.729
H -3.797 1.047 3.877
H -4.099 0.081 2.109
H -2.044 5.489 -0.307
H 5.225 -1.585 -4.337
H 4.928 -2.946 0.360
H -0.404 0.132 -6.638
*
```

## Properties
**Total energy**: -5365.388823 Ha
**Highest occupied orbital energy**: -0.5755 hartree
**ΔE to the lowest compared entry with this formula, charge and spin**: 0.0 kcal per mole

(3)
C9H15N3O6 | wB97M-V/def2-TZVPD

Structure (ORCA input):
```
! RIJCOSX wB97M-V def2-TZVPD def2/J DEFGRID3
* xyz 0 1
O -2.271 2.235 0.456
O -4.364 -0.364 -1.062
O -0.557 -2.447 -0.548
O -0.291 2.432 -0.549
O 2.360 1.367 -0.144
O -4.675 -0.299 1.234
N 2.172 -1.430 -1.462
N 4.603 1.449 -0.173
N -0.192 -0.251 0.084
C 3.571 -0.439 1.197
C 1.708 -1.919 -0.013
C 0.268 -1.610 -0.119
C -3.894 -0.230 0.042
C 2.387 -1.262 1.273
C -1.347 1.725 -0.151
C -2.433 -0.235 0.395
C 3.475 0.853 0.143
C -1.379 0.331 -0.496
H 2.677 -2.158 1.741
H -5.817 -0.430 1.174
H -1.456 0.167 -1.561
H 0.391 1.902 -1.083
H 4.707 -1.119 1.000
H 1.863 -3.056 -0.174
H 5.477 1.074 -0.109
H -2.063 -1.214 0.649
H 1.726 -2.012 -2.209
H 1.864 -0.433 -1.731
H 0.737 0.393 -0.057
H 3.652 0.074 2.307
H -1.962 0.161 1.400
H 4.749 2.235 -0.897
H 1.611 -0.634 1.687
*
```

## Properties
**Total energy**: -967.548790 Ha
**Highest occupied orbital energy**: -0.3535 hartree
**ΔE to the lowest compared entry with this formula, charge and spin**: 139.2 kcal per mole

(4)
C3H15NO4 | wB97M-V/def2-TZVPD

Structure (ORCA input):
```
! RIJCOSX wB97M-V def2-TZVPD def2/J DEFGRID3
* xyz -1 2
O 1.575 -0.118 1.139
O 0.757 -3.522 0.659
O -1.111 -2.169 -0.896
O 2.883 1.826 -0.147
N -0.682 1.408 0.204
C -1.754 1.352 -0.778
C -1.138 1.286 1.596
C -1.487 0.763 -1.993
H -1.586 0.340 1.791
H 0.103 -2.799 0.381
H -0.229 1.407 2.146
H -0.816 -1.460 -1.497
H 0.325 -4.346 0.392
H 2.021 0.601 0.681
H -0.005 0.759 0.023
H -2.048 -1.950 -0.649
H 2.976 2.734 0.178
H -2.713 1.974 -0.536
H -1.845 2.024 1.751
H 2.115 -0.913 1.096
H -2.179 0.851 -2.716
H 2.711 1.990 -1.091
H -0.610 0.388 -2.365
*
```

## Properties
**Total energy**: -478.924490 Ha
**Highest occupied orbital energy (alpha / beta)**: 0.0285 / -0.1931 hartree
**ΔE to the lowest compared entry with this formula, charge and spin**: 36.2 kcal per mole

(5)
C4H8BrNO | wB97M-V/def2-TZVPD

Structure (ORCA input):
```
! RIJCOSX wB97M-V def2-TZVPD def2/J DEFGRID3
* xyz 0 1
Br 3.334 0.103 -0.006
O -0.053 -0.182 -1.401
N 1.495 -0.128 0.549
C -0.332 -1.250 -0.570
C -0.441 1.673 0.159
C 0.429 0.904 -0.706
C 0.943 -1.444 0.425
H 0.310 2.039 0.869
H -1.162 -1.072 -0.004
H -0.406 -2.210 -1.201
H -0.995 2.538 -0.388
H 1.059 1.610 -1.271
H 0.496 -1.721 1.308
H -1.100 0.934 0.622
H 1.548 -2.308 0.106
*
```

## Properties
**Total energy**: -2861.096688 Ha
**Highest occupied orbital energy**: -0.3162 hartree
**ΔE to the lowest compared entry with this formula, charge and spin**: 83.0 kcal per mole

(6)
C35H56BCl2F2N2O2Ti | wB97M-V/def2-TZVPD

Structure (ORCA input):
```
! RIJCOSX wB97M-V def2-TZVPD def2/J DEFGRID3
* xyz -1 3
Ti 1.538 1.508 1.371
Cl 3.776 1.262 2.435
Cl 6.947 2.102 4.809
F 0.153 4.282 2.391
F 1.623 3.576 3.892
O 0.097 1.743 0.116
O 0.920 0.012 2.504
N 2.137 -0.224 -0.205
N 2.852 2.714 -0.369
C -2.174 -0.930 -5.218
C -1.237 0.391 4.059
C 0.547 -1.214 2.220
C 6.796 0.672 3.910
C 1.117 -0.642 -1.174
C -0.134 -3.911 1.634
C -1.485 2.134 -1.623
C 0.455 -6.082 0.467
C -2.659 2.631 0.531
C -1.285 4.413 -0.580
C 2.052 3.825 -0.898
C 0.179 0.363 -1.797
C -2.980 -1.002 3.000
C -1.746 -1.822 5.021
C 3.070 1.711 -1.427
C -0.400 1.422 -1.068
C -1.878 1.817 -2.924
C 0.982 -3.314 1.067
C -0.543 -5.359 1.371
C -0.470 0.696 -6.058
C -1.611 -1.050 3.697
C -0.245 0.109 -3.091
C -0.622 -1.786 2.780
C 2.508 -1.386 0.642
C -0.617 -6.124 2.700
C 4.142 3.262 0.066
C -1.267 0.836 -3.691
C -3.462 3.726 -1.533
C 1.325 -1.997 1.338
C -1.919 -5.395 0.694
C -0.911 -3.109 2.465
C -2.796 1.435 -5.627
C -1.679 0.520 -5.128
C 3.328 0.324 -0.862
C -2.208 3.212 -0.817
B 1.061 3.305 2.694
H -2.006 0.776 4.737
H 4.594 3.841 -0.753
H -0.917 -7.162 2.532
H -1.338 -5.672 3.381
H -0.789 -1.855 5.544
H -2.693 2.376 -3.356
H -0.269 0.461 4.549
H 3.915 2.016 -2.065
H -3.229 4.223 -2.476
H 1.612 -3.866 0.379
H -0.418 4.140 0.014
H 0.148 -7.121 0.329
H -0.955 4.834 -1.533
H -2.681 -4.934 1.324
H 1.101 3.459 -1.276
H 3.653 -0.347 -1.676
H -3.382 -1.999 2.813
H -2.905 -0.483 2.042
H -4.176 2.924 -1.734
H 3.991 3.904 0.933
H -0.100 1.722 -6.020
H -1.824 5.193 -0.035
H -2.499 2.485 -5.597
H 2.983 -2.157 0.013
H 0.354 -6.122 3.199
H -3.955 4.458 -0.891
H -2.470 -1.321 5.669
H -3.706 1.324 -5.036
H -1.398 -1.634 -4.915
H 2.187 1.688 -2.064
H 4.122 0.366 -0.115
H -3.039 1.185 -6.662
H 0.233 -0.701 -3.632
H 0.515 -5.618 -0.519
H 1.610 -1.197 -1.991
H -3.179 3.401 1.108
H -1.897 -4.851 -0.252
H -3.698 -0.460 3.622
H 1.851 4.537 -0.097
H -1.200 1.040 3.184
H -2.084 -2.848 4.874
H 4.806 2.462 0.374
H -1.814 2.279 1.118
H 7.017 0.740 2.859
H 6.161 -0.092 4.322
H -0.745 0.467 -7.091
H -3.036 -1.085 -4.567
H 0.483 -1.364 -0.654
H -2.223 -6.426 0.495
H 3.243 -1.018 1.360
H -3.350 1.798 0.377
H -1.809 -3.540 2.894
H 0.350 0.036 -5.774
H 1.457 -6.084 0.901
H -2.467 -1.173 -6.243
H 2.591 4.341 -1.707
*
```

## Properties
**Total energy**: -3621.971991 Ha
**Highest occupied orbital energy (alpha / beta)**: -0.1555 / -0.1812 hartree
**ΔE to the lowest compared entry with this formula, charge and spin**: 2.9 kcal per mole

(7)
C13H10Cl5O6 | wB97M-V/def2-TZVPD

Structure (ORCA input):
```
! RIJCOSX wB97M-V def2-TZVPD def2/J DEFGRID3
* xyz -1 1
Cl 3.173 2.674 -0.466
Cl 4.120 -0.326 -0.083
Cl 3.493 -1.305 -5.333
Cl 1.478 -1.636 0.143
Cl 3.517 1.836 -5.803
O -0.949 0.339 2.306
O -2.102 -0.684 0.277
O 3.605 -1.969 -2.447
O -0.894 -1.268 -1.513
O 1.297 0.537 2.296
O 3.635 3.330 -3.285
C 3.333 0.208 -1.520
C 0.264 0.179 1.751
C 3.219 1.549 -1.743
C -0.942 -0.835 -0.378
C -0.929 0.658 3.724
C 0.253 -0.524 0.446
C 3.402 -0.780 -2.643
C -2.384 0.666 4.112
C 3.468 1.162 -4.243
C -4.350 -1.122 0.538
C 3.380 -0.191 -4.031
C -3.189 -1.386 -0.381
C 3.446 2.130 -3.114
H -3.325 -1.003 -1.408
H -5.319 -1.307 0.069
H -2.579 1.184 5.050
H -2.961 -2.462 -0.396
H -3.007 1.108 3.338
H -2.723 -0.367 4.232
H -4.325 -0.101 0.922
H -4.260 -1.781 1.412
H -0.433 1.630 3.900
H -0.413 -0.142 4.270
*
```

## Properties
**Total energy**: -3253.771162 Ha
**Highest occupied orbital energy**: -0.1130 hartree
**ΔE to the lowest compared entry with this formula, charge and spin**: 1.9 kcal per mole

(8)
C3H11N5 | wB97M-V/def2-TZVPD

Structure (ORCA input):
```
! RIJCOSX wB97M-V def2-TZVPD def2/J DEFGRID3
* xyz 0 1
N -1.587 -0.696 1.379
N 1.078 0.538 0.419
N -1.293 2.007 0.170
N 0.468 -0.223 -0.412
N 2.399 0.204 0.630
C 1.080 -1.254 -1.226
C -1.556 -0.373 -0.010
C -1.863 0.910 -0.435
H -1.136 -1.585 1.556
H -1.105 0.015 1.916
H 1.883 -0.863 -1.848
H 0.302 -1.700 -1.845
H 2.742 0.187 1.582
H -1.866 -1.191 -0.645
H 1.501 -2.036 -0.582
H 3.282 0.381 0.154
H -0.573 1.743 0.899
H -1.513 2.892 -0.264
H -2.243 1.046 -1.438
*
```

## Properties
**Total energy**: -394.467575 Ha
**Highest occupied orbital energy (alpha / beta)**: -0.2159 / -0.1965 hartree
**ΔE to the lowest compared entry with this formula, charge and spin**: 136.9 kcal per mole
**SMILES**: C/N=N\N.N/C=C\N

(9)
C2H8NOSi | wB97M-V/def2-TZVPD

Structure (ORCA input):
```
! RIJCOSX wB97M-V def2-TZVPD def2/J DEFGRID3
* xyz -1 3
Si -0.120 -0.036 -0.546
O 2.807 0.038 0.127
N 1.662 -0.471 0.116
C 0.064 1.730 0.337
C -0.950 -1.531 0.321
H -0.193 -2.167 0.785
H -1.066 0.611 -1.505
H -0.732 2.376 0.092
H 0.291 -1.089 -1.751
H 0.376 1.695 1.482
H -1.641 -1.287 1.050
H 0.878 2.215 -0.110
H -1.376 -2.084 -0.397
*
```

## Properties
**Total energy**: -500.377714 Ha
**Highest occupied orbital energy (alpha / beta)**: -0.0938 / -0.1428 hartree

(10)
C10H16BrCl3MoO | wB97M-V/def2-TZVPD

Structure (ORCA input):
```
! RIJCOSX wB97M-V def2-TZVPD def2/J DEFGRID3
* xyz -2 3
Mo -0.621 1.322 -0.146
Br -1.749 3.303 1.022
Cl -1.004 2.150 -4.590
Cl 0.642 2.631 -1.546
Cl -2.817 1.135 -0.967
O 0.856 2.431 2.045
C -1.785 -1.451 1.680
C 1.252 0.015 0.070
C 0.496 -0.392 -1.092
C 0.434 -0.216 1.231
C -0.778 -0.880 -0.643
C 0.904 -0.235 2.636
C 2.637 0.517 0.078
C 0.947 -0.396 -2.505
C -1.752 -1.629 -1.489
C -0.809 -0.767 0.794
H 3.290 -0.359 0.037
H 2.846 1.086 0.989
H 0.186 -0.002 -3.218
H -1.385 -2.647 -1.640
H -2.727 -1.692 -1.004
H 2.867 1.166 -0.777
H -2.818 -1.285 1.344
H 1.835 0.238 -2.654
H -1.691 -1.103 2.714
H 1.596 0.590 2.829
H 1.198 -1.435 -2.781
H 1.393 -1.195 2.851
H -1.624 -2.542 1.688
H -0.009 2.934 2.188
H 0.062 -0.130 3.326
H -1.871 -1.161 -2.471
*
```

## Properties
**Total energy**: -4488.774269 Ha
**Highest occupied orbital energy (alpha / beta)**: -0.0387 / -0.0427 hartree
**ΔE to the lowest compared entry with this formula, charge and spin**: 13.6 kcal per mole

(11)
C32H41GdN5S | wB97M-V/def2-TZVPD

Structure (ORCA input):
```
! RIJCOSX wB97M-V def2-TZVPD def2/J DEFGRID3
* xyz -1 8
Gd -0.410 0.419 -0.268
S -0.574 -0.873 2.526
N 1.019 0.260 5.441
N -1.398 -1.389 0.882
N -0.414 -2.550 -1.554
N 0.555 -1.992 5.365
N -0.381 -0.920 -3.037
C -0.286 -1.190 -1.696
C 1.217 0.741 1.755
C -0.532 -0.482 7.036
C 0.168 2.279 -4.880
C -2.289 -2.920 2.977
C -2.961 0.314 -2.702
C 0.536 1.222 3.015
C 0.397 0.996 -4.379
C 1.669 -0.602 1.409
C 2.535 1.328 -1.683
C -0.248 0.676 6.124
C -2.127 -0.690 2.020
C -2.020 2.334 -3.885
C 1.110 -0.916 4.846
C -1.552 -3.486 1.952
C -1.143 -2.753 0.820
C -0.425 -3.122 -2.820
C -1.023 2.969 -4.628
C 2.719 -1.739 -0.654
C -2.685 -1.584 3.005
C 1.449 1.594 0.660
C 2.054 0.794 -0.373
C -1.833 1.052 -3.360
C 1.657 -1.848 2.278
C -0.443 -2.111 -3.718
C 2.125 -0.562 0.078
C -0.616 -1.781 6.254
C 1.072 3.052 0.560
C -0.589 0.421 -3.561
C -1.233 4.367 -5.137
C -0.431 -3.210 -0.321
C 1.636 0.243 -4.753
H 3.448 1.904 -1.465
H 0.860 3.378 -0.473
H -0.503 -4.143 -2.893
H 1.312 1.454 3.758
H 3.794 -1.810 -0.404
H -3.408 -0.433 -3.379
H 2.445 -1.779 3.064
H -3.192 -1.049 3.787
H -2.679 -3.568 3.745
H 1.909 -0.541 -4.040
H -0.520 4.623 -5.925
H 0.712 -2.029 2.972
H 0.271 -0.510 7.779
H -2.242 4.504 -5.542
H 0.211 3.336 1.190
H 2.637 -1.628 -1.746
H 2.795 0.526 -2.387
H -2.269 0.385 1.895
H 0.935 2.746 -5.504
H -2.978 2.832 -3.719
H -1.386 -4.547 1.853
H -1.113 5.111 -4.338
H -0.376 -4.285 -0.393
H 1.822 2.002 -2.196
H 1.964 3.584 0.920
H -1.449 -1.733 5.547
H -0.268 2.005 2.961
H 0.735 -2.902 4.934
H -0.696 -2.659 6.890
H -1.468 -0.293 7.554
H -0.526 -2.084 -4.744
H -1.034 0.810 5.368
H 1.850 0.821 5.572
H -0.100 0.439 3.640
H 1.586 -2.830 1.737
H -2.672 -0.232 -1.787
H -0.089 1.629 6.635
H 1.520 -0.249 -5.730
H 2.498 0.918 -4.852
H 2.247 -2.698 -0.380
H -3.764 1.003 -2.417
*
```

## Properties
**Total energy**: -2681.077613 Ha
**Highest occupied orbital energy (alpha / beta)**: -0.0492 / -0.0380 hartree
**ΔE to the lowest compared entry with this formula, charge and spin**: 281.5 kcal per mole